# 1
A 2-piece molecular cluster, C4H8O3 overall in a non-equilibrium geometry. Source: the Open Molecules 2025 dataset; level of theory: ωB97M-V with the def2-TZVPD basis set.

Last columns: bonded neighbours and bond lengths (Å).
Atoms and positions in Å:
1 O -3.6087 -0.8905 -0.7151  C2 1.207
2 C -2.8273 0.0248 -0.8067  O1 1.207, C3 1.478, H7 1.110
3 C -1.6356 0.2350 0.0427  C2 1.478, C4 1.540, H8 1.096, H9 1.104
4 C -0.2723 0.0217 -0.6407  C3 1.540, C5 1.525, H10 1.091, H11 1.099
5 C 0.8124 0.5996 0.2625  C4 1.525, O6 1.206, H12 1.102
6 O 0.8131 1.7780 0.5180  C5 1.206
7 H -2.9952 0.7800 -1.6032  C2 1.110
8 H -1.6533 1.1693 0.6161  C3 1.096
9 H -1.6744 -0.4194 0.9311  C3 1.104
10 H -0.3096 0.3146 -1.6908  C4 1.091
11 H -0.1463 -1.0689 -0.6966  C4 1.099
12 H 1.5258 -0.1288 0.6803  C5 1.102
13 H 5.9831 -1.4235 0.6682  O15 0.973
14 H 4.3141 -1.4214 0.6995  O15 0.954
15 O 5.1466 -1.2606 1.1372  H13 0.973, H14 0.954

Calculated values
**Energy above the lowest of the compared OMol25 structures with the same formula, charge and spin**: 2.293 eV
**Orbital gap**: 10.5 eV
**SMILES**: O=CCCC=O.O

***

# 2
One molecule with the formula C4H8O3. Source: the Open Molecules 2025 dataset; level of theory: ωB97M-V with the def2-TZVPD basis set.

Last columns: bonded neighbours and bond lengths (Å).
Atoms and positions in Å:
1 C -1.3252 -1.9071 -0.5304  O2 1.421, H8 1.099, H9 1.092, H10 1.094
2 O -0.5323 -0.7639 -0.8184  C1 1.421, C3 1.726, H11 1.183
3 C -0.8609 0.4879 0.3232  O2 1.726, O4 1.176, C5 1.433
4 O -1.9537 0.5122 0.7575  C3 1.176
5 C 0.5317 0.7300 0.5602  C3 1.433, C6 1.518, O7 1.392
6 C 1.3634 1.3358 -0.5554  C5 1.518, H12 1.093, H13 1.095, H14 1.101
7 O 0.8008 1.2354 1.8287  C5 1.392, H15 0.969
8 H -1.0406 -2.3586 0.4299  C1 1.099
9 H -1.1803 -2.6267 -1.3384  C1 1.092
10 H -2.3744 -1.6024 -0.4815  C1 1.094
11 H 0.3733 -0.6258 -0.0704  O2 1.183
12 H 1.0793 0.9506 -1.5381  C6 1.093
13 H 2.4223 1.1150 -0.3880  C6 1.095
14 H 1.2490 2.4307 -0.5826  C6 1.101
15 H 0.9021 2.1969 1.7643  O7 0.969

Calculated values
**Energy above the lowest of the compared OMol25 structures with the same formula, charge and spin**: 4.342 eV
**Orbital gap**: 9.1 eV

***

# 3
A 2-piece molecular cluster, C4H8O3 overall in a non-equilibrium geometry. Source: the Open Molecules 2025 dataset; level of theory: ωB97M-V with the def2-TZVPD basis set.

Last columns: bonded neighbours and bond lengths (Å).
Atoms and positions in Å:
1 O -1.6557 3.3465 -1.3637  C2 1.201
2 C -1.0165 2.3628 -1.1070  O1 1.201, C3 1.500, H7 1.103
3 C -1.3825 1.5327 0.0877  C2 1.500, C4 1.584, H8 1.085, H9 1.085
4 C -0.2554 0.4771 0.4410  C3 1.584, C5 1.529, H10 1.088, H11 1.096
5 C -0.6567 -0.9339 0.0092  C4 1.529, O6 1.199, H12 1.110
6 O -0.6649 -1.9257 0.6826  C5 1.199
7 H -0.1309 2.1722 -1.7360  C2 1.103
8 H -2.2853 0.9893 -0.1713  C3 1.085
9 H -1.4854 2.0316 1.0458  C3 1.085
10 H 0.7362 0.7262 0.0674  C4 1.088
11 H -0.3459 0.3592 1.5268  C4 1.096
12 H -1.0020 -1.0303 -1.0417  C5 1.110
13 H 3.1841 -3.3527 -0.2032  O15 0.982
14 H 3.8761 -3.1394 1.0240  O15 0.967
15 O 3.0847 -3.6155 0.7381  H13 0.982, H14 0.967

Calculated values
**Energy above the lowest of the compared OMol25 structures with the same formula, charge and spin**: 2.404 eV
**Orbital gap**: 10.6 eV
**SMILES**: O=CCCC=O.O

***

# 4
A 2-piece molecular cluster, C4H8O3 overall in a non-equilibrium geometry. Source: the Open Molecules 2025 dataset; level of theory: ωB97M-V with the def2-TZVPD basis set.

Last columns: bonded neighbours and bond lengths (Å).
Atoms and positions in Å:
1 C 0.6681 -1.6271 -1.2953  O2 1.427, H8 1.100, H9 1.099, H10 1.100
2 O -0.2921 -0.8976 -0.5314  C1 1.427, C5 1.436
3 C -0.8894 0.9285 -1.7302  O4 1.141
4 O -0.1672 0.7731 -2.5997  C3 1.141
5 C 0.0500 -0.2767 0.7178  O2 1.436, C6 1.570, H11 1.092, H12 1.095
6 C -0.4854 1.1590 1.0621  C5 1.570, O7 1.426, H13 1.102, H14 1.098
7 O -0.1960 1.2754 2.4535  C6 1.426, H15 0.967
8 H 1.5876 -1.0645 -1.5144  C1 1.100
9 H 0.9389 -2.5887 -0.8368  C1 1.099
10 H 0.2067 -1.8567 -2.2675  C1 1.100
11 H -0.3840 -0.9004 1.5024  C5 1.092
12 H 1.1369 -0.2304 0.8411  C5 1.095
13 H 0.0235 1.9686 0.5143  C6 1.102
14 H -1.5629 1.2736 0.8841  C6 1.098
15 H -0.6347 2.0641 2.8000  O7 0.967

Calculated values
**Energy above the lowest of the compared OMol25 structures with the same formula, charge and spin**: 2.747 eV
**Orbital gap**: 10.8 eV

***

# 5
A 2-piece molecular cluster, C4H8O3 overall in a non-equilibrium geometry. Source: the Open Molecules 2025 dataset; level of theory: ωB97M-V with the def2-TZVPD basis set.

Last columns: bonded neighbours and bond lengths (Å).
Atoms and positions in Å:
1 C 2.0741 0.8397 0.5253  O2 1.376, H4 1.101, H5 1.092, H6 1.152
2 O 1.8015 2.0361 -0.0974  C1 1.376, H3 1.043
3 H 0.8480 1.9570 -0.5129  O2 1.043
4 H 1.6416 0.7695 1.5357  C1 1.101
5 H 3.1521 0.6689 0.5597  C1 1.092
6 H 1.5009 0.0084 -0.0299  C1 1.152
7 C -0.8208 0.2452 -0.2660  C8 1.477, O10 1.347, O11 1.233
8 C -1.0045 -1.0887 -0.8733  C7 1.477, C9 1.327, H13 1.081
9 C -1.5265 -2.1218 -0.2242  C8 1.327, H14 1.079, H15 1.079
10 O -1.4144 0.3745 0.9366  C7 1.347, H12 0.970
11 O -0.5736 1.2524 -0.9338  C7 1.233
12 H -1.4187 1.3096 1.1961  O10 0.970
13 H -0.7683 -1.1287 -1.9272  C8 1.081
14 H -1.8636 -2.0300 0.7964  C9 1.079
15 H -1.6278 -3.0920 -0.6852  C9 1.079

Calculated values
**Energy above the lowest of the compared OMol25 structures with the same formula, charge and spin**: 2.065 eV
**Orbital gap**: 9.4 eV
**SMILES**: C=CC(=O)O.CO

***

# 6
One molecule with the formula C4H8O3. Source: the Open Molecules 2025 dataset; level of theory: ωB97M-V with the def2-TZVPD basis set.

Last columns: bonded neighbours and bond lengths (Å).
Atoms and positions in Å:
1 C -2.5990 -0.3918 -0.1361  O2 1.422, H8 1.104, H9 1.092, H10 1.090
2 O -1.6639 0.4559 0.5188  C1 1.422, C3 1.375
3 C -0.5666 0.7724 -0.2462  O2 1.375, O4 1.202, C5 1.497
4 O -0.6195 1.1993 -1.3689  C3 1.202
5 C 0.6222 0.3262 0.5470  C3 1.497, C6 1.523, H11 1.094, H12 1.098
6 C 1.9490 0.1303 -0.1754  C5 1.523, O7 1.419, H13 1.102, H14 1.100
7 O 2.5785 -0.9505 0.4946  C6 1.419, H15 0.964
8 H -2.0956 -1.2876 -0.5385  C1 1.104
9 H -3.3195 -0.7074 0.6220  C1 1.092
10 H -3.0927 0.1553 -0.9394  C1 1.090
11 H 0.7181 0.9386 1.4486  C5 1.094
12 H 0.2094 -0.6193 0.9239  C5 1.098
13 H 1.7957 -0.0797 -1.2465  C6 1.102
14 H 2.5643 1.0409 -0.1234  C6 1.100
15 H 3.4807 -1.0432 0.1678  O7 0.964

Calculated values
**Energy above the lowest of the compared OMol25 structures with the same formula, charge and spin**: 1.500 eV
**Orbital gap**: 11.4 eV
**SMILES**: COC(=O)CCO

***

# 7
A 2-piece molecular cluster, C4H8O3 overall in a non-equilibrium geometry. Source: the Open Molecules 2025 dataset; level of theory: ωB97M-V with the def2-TZVPD basis set.

Last columns: bonded neighbours and bond lengths (Å).
Atoms and positions in Å:
1 C 1.0737 1.1196 -0.5989  C2 1.519, H8 1.095, H9 1.096, H10 1.095
2 C -0.1604 0.8561 0.2475  C1 1.519, O3 1.416, C4 1.535, H11 1.102
3 O -1.2941 1.4117 -0.3945  C2 1.416, H12 0.973
4 C -0.6452 -0.5956 0.3606  C2 1.535, O5 1.223, C6 1.526
5 O -1.6773 -0.8353 0.9718  C4 1.223
6 C -0.1668 -1.6101 -0.6742  C4 1.526, O7 1.203, H15 1.106
7 O 0.7459 -2.3901 -0.5907  C6 1.203
8 H 1.2130 2.2010 -0.7014  C1 1.095
9 H 1.9776 0.6994 -0.1435  C1 1.096
10 H 0.9612 0.7030 -1.6050  C1 1.095
11 H -0.0250 1.2837 1.2541  C2 1.102
12 H -2.0438 1.0308 0.0958  O3 0.973
13 H 0.7756 -1.1111 1.5098  H14 0.747
14 H 0.1039 -1.2143 1.8198  H13 0.747
15 H -0.8383 -1.5489 -1.5514  C6 1.106

Calculated values
**Energy above the lowest of the compared OMol25 structures with the same formula, charge and spin**: 3.849 eV
**Orbital gap**: 9.9 eV
**SMILES**: C[C@@H](O)C(=O)C=O.[H][H]

***

# 8
One molecule with the formula C4H8O3. Source: the Open Molecules 2025 dataset; level of theory: ωB97M-V with the def2-TZVPD basis set.

Last columns: bonded neighbours and bond lengths (Å).
Atoms and positions in Å:
1 C -0.3029 0.3554 -1.5182  C2 1.526, H8 1.093, H9 1.098, H10 1.095
2 C -0.8746 -0.2863 -0.2574  C1 1.526, O3 1.409, C4 1.540, H11 1.097
3 O -1.2249 -1.6340 -0.4733  C2 1.409, H12 0.969
4 C 0.0856 -0.2299 0.9453  C2 1.540, O5 1.403, C6 1.509, H13 1.103
5 O 1.1294 -1.1471 0.7491  C4 1.403, H14 0.973
6 C 0.6499 1.1507 1.1735  C4 1.509, O7 1.211, H15 1.107
7 O 1.8417 1.3308 1.2886  C6 1.211
8 H -1.0112 0.2237 -2.3408  C1 1.093
9 H -0.1337 1.4315 -1.3843  C1 1.098
10 H 0.6466 -0.1124 -1.7977  C1 1.095
11 H -1.8014 0.2298 0.0228  C2 1.097
12 H -0.3944 -2.1312 -0.4233  O3 0.969
13 H -0.4933 -0.5043 1.8436  C4 1.103
14 H 1.9538 -0.6653 0.9374  O5 0.973
15 H -0.0707 1.9884 1.2347  C6 1.107

Calculated values
**Energy above the lowest of the compared OMol25 structures with the same formula, charge and spin**: 1.341 eV
**Orbital gap**: 11.1 eV
**SMILES**: C[C@@H](O)[C@@H](O)C=O

***

# 9
A 2-piece molecular cluster, C4H8O3 overall. Source: the Open Molecules 2025 dataset; level of theory: ωB97M-V with the def2-TZVPD basis set.

Last columns: bonded neighbours and bond lengths (Å).
Atoms and positions in Å:
1 C -2.5684 -0.3400 -0.4769  C2 1.334, H8 1.090, H10 1.090
2 C -2.2031 -0.7520 0.7376  C1 1.334, H11 1.089, H12 1.088
3 O 0.5352 -0.5336 1.2489  C4 1.208
4 C 1.0299 -0.0269 0.2705  O3 1.208, O5 1.343, C6 1.512
5 O 0.4353 0.0504 -0.9314  C4 1.343, H9 0.981
6 C 2.3891 0.6354 0.2838  C4 1.512, O7 1.400, H13 1.101, H14 1.096
7 O 2.8710 1.0373 -0.9682  C6 1.400, H15 0.966
8 H -2.7566 0.7124 -0.6882  C1 1.090
9 H -0.4833 -0.2751 -0.8185  O5 0.981
10 H -2.7067 -1.0411 -1.2998  C1 1.090
11 H -1.9967 -1.7979 0.9579  C2 1.089
12 H -2.0626 -0.0576 1.5630  C2 1.088
13 H 2.2946 1.4884 0.9737  C6 1.101
14 H 3.0836 -0.0772 0.7433  C6 1.096
15 H 2.1387 0.9776 -1.5956  O7 0.966

Calculated values
**Energy above the lowest of the compared OMol25 structures with the same formula, charge and spin**: 1.637 eV
**Orbital gap**: 10.9 eV
**SMILES**: O=C(O)CO.C=C

***

# 10
A 2-piece molecular cluster, C4H8O3 overall. Source: the Open Molecules 2025 dataset; level of theory: ωB97M-V with the def2-TZVPD basis set.

Last columns: bonded neighbours and bond lengths (Å).
Atoms and positions in Å:
1 C -2.5974 -0.2851 0.0890  O2 1.437, H8 1.093, H9 1.088, H10 1.092
2 O -1.4325 0.4960 0.4040  C1 1.437, C3 1.342
3 C -0.3491 0.1581 -0.3124  O2 1.342, O4 1.214, C5 1.498
4 O -0.3135 -0.8218 -1.0277  C3 1.214
5 C 0.8416 1.0268 -0.0439  C3 1.498, C6 1.329, H11 1.088
6 C 1.9443 0.8410 -0.7629  C5 1.329, H13 1.087, H14 1.087
7 O 1.9734 -1.1777 1.1308  H12 0.962, H15 0.966
8 H -2.4506 -1.3401 0.3354  C1 1.093
9 H -3.4047 0.1400 0.6817  C1 1.088
10 H -2.8094 -0.2054 -0.9790  C1 1.092
11 H 0.8484 1.6410 0.8538  C5 1.088
12 H 1.4469 -0.4173 1.3964  O7 0.962
13 H 1.8947 0.2958 -1.7017  C6 1.087
14 H 2.9348 1.1434 -0.4311  C6 1.087
15 H 1.4730 -1.4949 0.3676  O7 0.966

Calculated values
**Energy above the lowest of the compared OMol25 structures with the same formula, charge and spin**: 1.839 eV
**Orbital gap**: 10.5 eV
**SMILES**: C=CC(=O)OC.O

***

# 11
One molecule with the formula C4H8O3. Source: the Open Molecules 2025 dataset; level of theory: ωB97M-V with the def2-TZVPD basis set.

Last columns: bonded neighbours and bond lengths (Å).
Atoms and positions in Å:
1 C 0.8120 0.5253 -1.5220  C2 1.520, H8 1.093, H9 1.095, H10 1.093
2 C 0.8568 -0.2162 -0.1964  C1 1.520, O3 1.409, C4 1.533, H11 1.104
3 O 1.3621 0.6000 0.8357  C2 1.409, H12 0.970
4 C -0.5073 -0.6875 0.3218  C2 1.533, O5 1.416, C6 1.535, H13 1.093
5 O -0.3006 -1.1870 1.6305  C4 1.416, H14 0.966
6 C -1.5413 0.4437 0.4010  C4 1.535, O7 1.211, H15 1.116
7 O -2.5790 0.2505 0.9954  C6 1.211
8 H 1.8198 0.7925 -1.8501  C1 1.093
9 H 0.3768 -0.1100 -2.2998  C1 1.095
10 H 0.2301 1.4496 -1.4832  C1 1.093
11 H 1.5040 -1.0993 -0.3379  C2 1.104
12 H 1.0508 0.1081 1.6120  O3 0.970
13 H -0.8889 -1.5104 -0.2887  C4 1.093
14 H -0.9511 -0.7712 2.2113  O5 0.966
15 H -1.2382 1.4199 -0.0478  C6 1.116

Calculated values
**Energy above the lowest of the compared OMol25 structures with the same formula, charge and spin**: 1.707 eV
**Orbital gap**: 10.6 eV
**SMILES**: C[C@@H](O)[C@@H](O)C=O

***

# 12
One molecule with the formula C4H8O3. Source: the Open Molecules 2025 dataset; level of theory: ωB97M-V with the def2-TZVPD basis set.

Last columns: bonded neighbours and bond lengths (Å).
Atoms and positions in Å:
1 C -1.2571 0.7450 -1.2389  C2 1.486, H8 1.091, H9 1.098, H10 1.093
2 C -0.8134 -0.1942 -0.1768  C1 1.486, C4 1.409, H11 1.087
3 O 0.9840 -0.8186 -0.9439  C6 1.515, H12 0.971
4 C -0.1610 0.2220 1.0008  C2 1.409, O5 1.378, C6 1.774, H13 1.094
5 O -0.2193 -0.6443 2.0705  C4 1.378, H14 0.985
6 C 1.4342 -0.0246 0.2646  O3 1.515, C4 1.774, O7 1.241, H15 1.104
7 O 2.1506 -0.6304 1.0771  C6 1.241
8 H -1.2288 0.2855 -2.2283  C1 1.091
9 H -2.2985 1.0169 -1.0195  C1 1.098
10 H -0.6663 1.6646 -1.2425  C1 1.093
11 H -1.2167 -1.2038 -0.2001  C2 1.087
12 H 1.0818 -1.7424 -0.6626  O3 0.971
13 H -0.2297 1.2853 1.2492  C4 1.094
14 H 0.7182 -0.9143 2.2098  O5 0.985
15 H 1.7219 0.9534 -0.1594  C6 1.104

Calculated values
**Energy above the lowest of the compared OMol25 structures with the same formula, charge and spin**: 3.782 eV
**Orbital gap**: 8.8 eV

***

Among the records above, which one has the lowest orbital gap?
number 12

***

What is the formula in the fourth record?
C4H8O3

***

Which of these has the highest energy above the lowest of the compared OMol25 structures with the same formula, charge and spin?
number 2